Computed, not measured: C28H22BCuF4N7O2 as an isolated structure at a distorted geometry, with ωB97M-V/def2-TZVPD.

Computed properties:
⟨S²⟩	0.752
lowest unoccupied orbital energy (spin up / spin down)	0.3 / -0.2	eV
E_tot	-3679.11839	a.u.
orbital gap (spin up / spin down)	8.8 / 8.3	eV
2S+1	2
highest occupied orbital energy (spin up / spin down)	-8.468 / -8.459	eV

```
65
Properties=species:S:1:pos:R:3:lowdin_charge:R:1
Cu 0.38 0.21 -0.11 0.607
N 1.07 3.09 -1.63 0.156
C 1.83 2.97 -0.49 -0.293
C 2.78 3.99 -0.27 -0.003
C 3.56 3.94 0.85 -0.049
C 3.37 2.89 1.75 -0.043
C 2.42 1.94 1.46 -0.097
N 1.66 1.97 0.37 0.099
C 0.25 2.24 -2.31 -0.270
C -0.11 2.64 -3.61 0.011
C -0.96 1.87 -4.36 -0.045
C -1.47 0.71 -3.79 -0.036
C -1.08 0.39 -2.50 -0.084
N -0.25 1.13 -1.77 0.063
H 1.36 3.88 -2.19 0.142
H 2.91 4.77 -1.00 0.117
H 4.32 4.69 1.03 0.113
H 3.96 2.82 2.66 0.105
H 2.26 1.11 2.12 0.102
H 0.31 3.55 -4.01 0.115
H -1.23 2.16 -5.36 0.113
H -2.15 0.07 -4.32 0.108
H -1.46 -0.49 -2.02 0.101
N -0.42 0.05 3.09 0.150
C -1.29 0.91 2.44 -0.312
C -2.47 1.26 3.12 -0.011
C -3.34 2.14 2.52 -0.055
C -3.00 2.69 1.29 -0.054
C -1.81 2.30 0.72 -0.118
N -0.97 1.44 1.27 0.094
C 0.62 -0.75 2.68 -0.281
C 1.23 -1.55 3.66 -0.001
C 2.25 -2.40 3.31 -0.048
C 2.65 -2.45 1.97 -0.022
C 2.03 -1.61 1.07 -0.080
N 1.06 -0.78 1.43 0.033
H -0.73 -0.17 4.03 0.142
H -2.70 0.83 4.08 0.114
H -4.27 2.40 3.00 0.111
H -3.65 3.39 0.79 0.101
H -1.49 2.70 -0.23 0.099
H 0.89 -1.48 4.68 0.112
H 2.73 -3.01 4.05 0.112
H 3.43 -3.12 1.64 0.114
H 2.32 -1.59 0.03 0.106
F 3.84 1.60 -1.55 0.131
B 3.58 0.27 -1.86 -1.325
F 2.20 0.04 -1.59 0.071
F 3.83 0.05 -3.18 0.157
F 4.30 -0.55 -1.03 0.142
O 0.67 -2.67 -1.64 0.113
C -0.40 -2.57 -1.08 -0.450
N -0.78 -1.53 -0.26 0.065
C -1.98 -1.78 0.34 -0.424
O -2.52 -1.11 1.20 0.076
C -2.51 -3.06 -0.25 -0.084
C -3.69 -3.74 -0.06 -0.007
C -3.89 -4.91 -0.79 -0.076
C -2.92 -5.38 -1.67 -0.074
C -1.71 -4.70 -1.84 -0.001
C -1.53 -3.54 -1.12 -0.085
H -4.43 -3.38 0.64 0.115
H -4.81 -5.45 -0.68 0.101
H -3.10 -6.29 -2.22 0.102
H -0.94 -5.07 -2.50 0.119
```